# 1
DFT (ωB97M-V/def2-TZVPD) results for an isolated ion of composition C3HO3 and charge -1 in a non-equilibrium geometry.

CARTESIAN COORDINATES (ANGSTROEM)
C  -1.4650  0.6638  1.1978
C  -0.5132  0.5944  0.4766
O  0.5763  0.6071  -0.0840
C  1.1845  -0.7639  -0.9282
O  0.3178  -1.5661  -0.9107
O  2.2890  -0.5997  -1.2219
H  -2.3895  1.0643  1.4705

Forces on the atoms, in the same order (eV/Å):
C -1.77 0.07 1.10
C 0.65 0.11 -0.11
O 2.28 0.56 -1.20
C -2.55 -0.95 1.19
O -1.64 -1.33 -0.28
O 3.83 1.51 -1.02
H -0.80 0.03 0.31

Output
multiplicity	1
SMILES	C#COC(=O)[O-]
calculated total energy	-9269.303	eV
charge	-1

In the natural (NBO) picture, each atom carries the following charge in e: C -0.631; C 0.421; O -0.661; C 1.005; O -0.678; O -0.654; H 0.198

# 2
DFT (ωB97M-V/def2-TZVPD) results for C3HO3Yb as an isolated structure in a non-equilibrium geometry.

CARTESIAN COORDINATES (ANGSTROEM)
O  0.7976  -2.4212  2.0897
C  0.5285  -1.6510  1.2512
C  0.1300  -0.8994  0.2477
O  0.3220  0.5121  0.3611
C  -0.3168  1.1718  -0.5704
O  0.4045  1.8465  -1.3419
Yb  -1.6349  -1.1903  -1.3238
H  -0.2310  2.6314  -0.7136

Forces on the atoms, in the same order (eV/Å):
O -0.92 2.58 -3.07
C 2.15 -3.57 5.13
C -0.67 3.61 -0.99
O 1.97 -3.78 1.71
C -2.61 -2.06 -1.61
O -0.59 3.43 1.86
Yb -0.87 0.22 -0.72
H 1.53 -0.43 -2.31

Output
multiplicity	2
calculated total energy	-40773.763	eV
charge	+2

In the natural (NBO) picture, each atom carries the following charge in e: O -0.188; C 0.701; C -0.338; O -0.414; C 0.342; O -0.503; Yb 1.838; H 0.562

# 3
DFT (ωB97M-V/def2-TZVPD) results for a 2-piece molecular cluster, C3HO5 overall in a non-equilibrium geometry.

CARTESIAN COORDINATES (ANGSTROEM)
C  -1.9580  0.5675  0.1262
C  -0.0572  -1.4471  0.0688
C  1.0566  -0.6332  0.2345
O  1.7050  -0.2735  1.2660
O  1.2744  0.1083  -1.0340
O  -1.8412  1.5978  0.9926
O  -1.4168  1.6928  -0.3931
O  -0.3807  -2.5593  -0.2475
H  1.6179  0.9466  -1.0135

Forces on the atoms, in the same order (eV/Å):
C 0.02 0.25 -0.13
C -0.85 0.37 0.24
C 2.98 2.76 0.26
O -1.62 -0.85 -1.89
O -2.01 -4.81 0.28
O -0.24 -0.42 1.34
O 0.41 -0.26 -1.28
O 0.01 -0.18 -0.02
H 1.30 3.14 1.21

Output
multiplicity	1
calculated total energy	-13358.308	eV
charge	-1

Results of the natural (NBO) charge analysis, in e, for atoms 1 through 8: C 0.416; C 0.323; C 0.503; O -0.716; O -0.788; O -0.314; O -0.308; O -0.583

# 4
DFT (ωB97M-V/def2-TZVPD) results for C3HgO4 as an isolated structure in a non-equilibrium geometry.

CARTESIAN COORDINATES (ANGSTROEM)
C  -3.6733  -0.2380  -0.5355
C  -2.6969  0.1140  0.3074
O  -2.1838  -1.2636  0.0941
O  -2.0300  1.2401  0.3604
O  2.4289  0.1284  -0.0920
C  3.5812  -0.0172  -0.1123
O  4.7288  -0.1199  -0.1424
Hg  -0.1550  0.1561  0.1204

Forces on the atoms, in the same order (eV/Å):
C -1.17 -2.11 -0.13
C 3.45 0.84 -2.31
O -3.18 3.83 0.94
O -3.61 -1.76 2.03
O 1.82 -0.14 -0.10
C -1.37 0.52 -0.07
O 1.37 -0.34 0.02
Hg 2.70 -0.85 -0.39

Output
multiplicity	2
calculated total energy	-15470.920	eV
charge	-1

In the natural (NBO) picture, each atom carries the following charge in e: C 0.064; C 0.337; O -0.671; O -0.765; O -0.500; C 1.003; O -0.554; Hg 0.087

# 5
DFT (ωB97M-V/def2-TZVPD) results for C3InO3 as an isolated structure in a non-equilibrium geometry.

CARTESIAN COORDINATES (ANGSTROEM)
C  -0.9244  0.3833  0.3814
C  -2.1411  0.1642  -0.2088
O  -3.2671  0.3060  -0.5586
O  2.5772  0.2126  -0.5986
O  -1.2178  -0.9956  0.2068
C  3.4542  0.1803  -1.3189
In  1.0321  0.4633  0.7257

Forces on the atoms, in the same order (eV/Å):
C -0.50 -2.64 0.50
C -5.67 0.85 -1.45
O 4.50 -0.66 1.03
O -0.54 -0.12 0.86
O -0.31 1.69 0.01
C 2.03 -0.11 -1.69
In 0.50 0.99 0.73

Output
multiplicity	2
calculated total energy	-14398.455	eV
charge	+2

In the Mulliken picture, each atom carries the following charge in e: C -0.145; C 1.149; O -0.188; O -0.081; O -0.170; C 0.324; In 1.111

# 6
DFT (ωB97M-V/def2-TZVPD) results for C3KLi2O3 as an isolated structure in a non-equilibrium geometry.

CARTESIAN COORDINATES (ANGSTROEM)
O  2.7218  -0.1074  0.0994
C  1.8248  0.6158  -0.1703
O  1.2415  1.6356  -0.0209
Li  -0.7462  1.8641  -0.0841
Li  1.9346  -2.1490  0.0183
C  0.2565  -1.1346  -0.5752
C  -0.8017  -0.7853  -0.0086
O  -1.7053  0.0550  0.3004
K  -4.7260  0.0058  0.4409

Forces on the atoms, in the same order (eV/Å):
O 0.54 0.26 -0.79
C -0.88 -1.75 1.92
O -0.35 0.45 -0.92
Li -0.20 -1.12 0.15
Li -0.61 0.77 -0.35
C 1.44 -1.29 0.25
C 0.13 2.93 -0.68
O -0.52 -0.30 0.45
K 0.45 0.05 -0.03

Output
multiplicity	2
calculated total energy	-25986.111	eV

Results of the natural (NBO) charge analysis, in e, for atoms 1 through 8: O -0.627; C 1.083; O -0.679; Li 0.880; Li 0.922; C -1.026; C 0.257; O -0.928

# 7
DFT (ωB97M-V/def2-TZVPD) results for one molecule with the formula C3N2O in a non-equilibrium geometry.

CARTESIAN COORDINATES (ANGSTROEM)
N  1.7021  -0.1868  -1.5058
C  0.6456  -0.1486  -1.0393
C  -0.5730  -0.0701  -0.2310
O  -1.6857  -0.2013  -0.6594
C  -0.2202  0.1940  1.1776
N  0.1312  0.4128  2.2579

Forces on the atoms, in the same order (eV/Å):
N -0.99 0.01 0.21
C 1.12 -0.04 -0.39
C -0.42 -0.04 -0.14
O 0.64 0.10 0.40
C 0.06 0.21 1.02
N -0.42 -0.24 -1.10

Output
multiplicity	1
SMILES	N#CC(=O)C#N
calculated total energy	-8136.403	eV

In the natural (NBO) picture, each atom carries the following charge in e: N -0.176; C 0.158; C 0.411; O -0.372; C 0.159; N -0.179

# 8
DFT (ωB97M-V/def2-TZVPD) results for a 2-piece molecular cluster, C3N2O2S overall in a non-equilibrium geometry.

CARTESIAN COORDINATES (ANGSTROEM)
C  -3.6290  -0.3032  -0.0741
C  0.2846  0.8621  0.8419
C  2.4413  -0.0041  -0.1604
N  -4.7278  -0.5461  0.1882
N  1.1992  0.3944  0.2943
O  2.6993  0.2394  -1.3482
O  3.1583  -0.5142  0.6824
S  -2.0965  0.1420  -0.4474

Forces on the atoms, in the same order (eV/Å):
C 0.78 0.46 -0.45
C 0.40 0.44 0.48
C 1.91 -0.13 -1.92
N -1.80 -0.60 0.50
N -2.19 0.72 0.77
O -0.25 0.21 -0.58
O 1.04 -0.97 1.60
S 0.10 -0.14 -0.41

Output
multiplicity	1
calculated total energy	-21021.141	eV
charge	-2

In the natural (NBO) picture, each atom carries the following charge in e: C 0.061; C 0.236; C 0.837; N -0.642; N -0.587; O -0.758; O -0.748; S -0.400